# 1
{
  "formula": "C45H49BrIN9NiO2SSi",
  "method": "ωB97M-V/def2-TZVPD",
  "elements": ["I", "Br", "Ni", "S", "Si", "O", "O", "N", "N", "N", "N", "N", "N", "N", "N", "N", "C", "C", "C", "C", "C", "C", "C", "C", "C", "C", "C", "C", "C", "C", "C", "C", "C", "C", "C", "C", "C", "C", "C", "C", "C", "C", "C", "C", "C", "C", "C", "C", "C", "C", "C", "C", "C", "C", "C", "C", "C", "C", "C", "C", "C", "H", "H", "H", "H", "H", "H", "H", "H", "H", "H", "H", "H", "H", "H", "H", "H", "H", "H", "H", "H", "H", "H", "H", "H", "H", "H", "H", "H", "H", "H", "H", "H", "H", "H", "H", "H", "H", "H", "H", "H", "H", "H", "H", "H", "H", "H", "H", "H", "H"],
  "xyz": [[-3.90, -2.86, 0.20], [-5.93, -5.61, -0.66], [-0.03, -0.64, 0.69], [-2.03, 0.37, 1.68], [0.94, -1.66, 2.42], [-1.24, -2.57, 1.12], [2.39, 7.62, -9.05], [2.35, 3.70, -3.87], [-0.70, -0.01, -1.24], [-2.97, 1.80, 3.64], [1.59, 0.67, -0.05], [-0.84, 2.45, 2.88], [0.37, 3.26, -4.76], [2.59, -4.29, 2.94], [-0.52, -3.09, 2.21], [-0.04, -6.15, 0.46], [1.76, 2.78, -3.04], [-2.17, -4.89, 2.87], [3.64, 8.26, -9.20], [2.05, 0.47, 3.90], [0.53, 2.52, -3.62], [-1.35, -3.67, 3.31], [1.76, 4.90, -5.97], [-1.62, 1.24, -3.57], [3.02, 5.48, -6.13], [-0.86, 3.40, 3.78], [1.83, -3.41, 2.00], [-1.87, -0.31, -1.77], [3.43, 2.42, -1.21], [-1.91, 1.62, 2.76], [2.76, 0.91, 0.51], [-1.93, 3.63, 4.67], [2.20, 2.18, -1.84], [0.05, 0.94, -1.85], [3.03, -3.51, 0.98], [3.27, 6.39, -7.15], [2.49, -1.72, 4.95], [3.71, 1.77, -0.04], [-6.65, -3.86, -0.80], [-2.29, -2.58, 3.82], [-7.77, -1.34, -1.08], [-7.97, -3.73, -1.21], [0.76, 5.25, -6.88], [-0.37, 1.58, -3.03], [1.31, 1.27, -1.23], [3.70, -4.48, 1.99], [-2.37, 0.30, -2.92], [0.99, 6.15, -7.89], [-6.46, -1.48, -0.66], [-0.39, -4.13, 4.41], [-8.53, -2.47, -1.35], [-5.88, -2.74, -0.51], [2.25, 6.74, -8.03], [3.78, -2.19, 0.88], [1.48, 3.96, -4.89], [2.75, -4.05, -0.41], [1.44, -0.90, 4.21], [0.24, -0.65, 5.13], [-2.99, 2.78, 4.57], [0.49, -3.98, 1.68], [0.18, -5.14, 0.99], [3.84, 5.22, -5.48], [3.25, 4.12, -3.74], [0.59, -0.15, 6.05], [-1.95, 1.73, -4.48], [2.15, 1.03, 4.83], [1.43, 1.05, 3.21], [0.03, 4.03, 3.82], [2.40, -5.07, -0.39], [4.26, 6.81, -7.24], [-3.86, 2.83, 5.21], [-1.77, -1.62, 3.87], [-0.28, -1.55, 5.43], [2.85, -3.87, 3.81], [-2.44, -1.07, -1.26], [-3.14, -2.46, 3.15], [3.35, -1.94, 4.31], [4.65, 1.91, 0.48], [0.28, -4.90, 4.04], [3.20, -1.48, 0.30], [-1.91, 4.42, 5.39], [1.99, -3.43, -0.90], [2.09, -2.66, 5.35], [-0.22, 4.79, -6.76], [-3.73, 1.14, 3.56], [-0.48, 0.02, 4.65], [2.88, -1.15, 5.81], [0.21, -3.31, 4.79], [4.15, 3.11, -1.65], [-8.20, -0.36, -1.19], [-2.92, -5.10, 3.64], [4.43, 7.54, -9.43], [2.95, 0.40, 1.44], [3.66, -4.02, -1.02], [-1.55, -5.77, 2.75], [3.05, 0.37, 3.48], [4.75, -2.35, 0.38], [-0.98, -4.55, 5.23], [3.98, -1.78, 1.87], [3.53, 8.94, -10.04], [3.91, 8.83, -8.31], [-5.86, -0.61, -0.44], [3.78, -5.51, 1.65], [-8.56, -4.62, -1.43], [-3.34, 0.00, -3.30], [-9.57, -2.37, -1.66], [0.22, 6.41, -8.60], [-2.69, -4.70, 1.93], [-2.64, -2.85, 4.82], [4.68, -4.15, 2.35]],
  "lowdin_spin": [0.003, 0.000, 0.935, 0.002, 0.004, 0.123, 0.000, 0.000, 0.009, -0.001, 0.026, -0.001, 0.000, 0.041, 0.019, 0.218, 0.000, 0.000, 0.000, 0.002, 0.001, 0.012, 0.000, -0.004, 0.000, -0.001, 0.045, -0.003, -0.006, -0.002, -0.002, -0.001, 0.001, -0.002, 0.015, 0.000, 0.002, 0.001, 0.000, 0.003, 0.000, 0.000, 0.000, 0.000, -0.002, 0.003, 0.000, 0.000, 0.000, 0.008, 0.000, 0.002, 0.000, 0.003, 0.000, 0.000, 0.010, 0.000, 0.000, 0.460, 0.064, 0.000, 0.000, 0.000, 0.000, 0.000, 0.000, 0.000, 0.000, 0.000, 0.000, 0.000, 0.000, 0.002, 0.000, 0.000, 0.000, 0.000, 0.003, 0.000, 0.000, 0.000, 0.000, 0.000, 0.000, 0.000, 0.000, 0.000, 0.000, 0.000, 0.000, 0.000, 0.001, 0.000, 0.000, 0.000, 0.001, 0.001, 0.000, 0.000, 0.000, 0.000, 0.000, 0.000, 0.000, 0.000, 0.000, 0.000, 0.001, 0.000],
  "fmax_ha_per_bohr": 0.01856,
  "e_above_lowest_kcal_mol": 43.5,
  "e_tot_ev": -202862.682,
  "gap_ev": [5.58, 5.64],
  "multiplicity": 3,
  "s_squared": 2.029,
  "e_homo_ev": [-5.9, -6.0],
  "total_charge": 0
}

# 2
{
  "formula": "CF3NO",
  "method": "ωB97M-V/def2-TZVPD",
  "elements": ["F", "F", "F", "O", "N", "C"],
  "xyz": [[1.29, -0.87, -1.80], [0.28, 1.36, -0.17], [-1.65, 0.48, 0.72], [0.08, -0.77, -0.25], [0.37, -0.60, 1.06], [-0.37, 0.39, 0.43]],
  "lowdin_charge": [-0.089, 0.190, 0.201, 0.046, 0.281, -0.628],
  "fmax_ha_per_bohr": 0.04453,
  "e_above_lowest_kcal_mol": 67.6,
  "e_tot_ev": -12720.013,
  "gap_ev": [11.20, 8.24],
  "multiplicity": 1,
  "e_homo_ev": [-12.7, -11.1],
  "total_charge": 0
}